Density functional theory data (ωB97M-V with the def2-TZVPD basis set) for a structure of composition C49H51Cl3N5NdO5 at a distorted geometry.

Computed properties:
Multiplicity: 4
LUMO energy (spin up / spin down) in Ha: 0.124 / 0.123
E_HOMO (spin up / spin down) in eV: -2.875 / -2.894
Energy in eV: -122173.8776
Charge: -2
Expectation value of S²: 3.75
Orbital gap (spin up / spin down) in Ha: 0.22938 / 0.22973

Each line ends with the Löwdin spin population.
Element x y z (Å)
Nd  16.25186  15.07022  12.09951  3.029
C  17.55131  19.88379  6.06575  0.000
C  17.52503  18.87332  7.22094  0.000
C  16.50964  17.79188  6.97563  0.000
C  18.87033  18.32081  7.77797  0.000
C  19.87189  19.19253  7.91988  0.000
C  21.14637  19.05401  8.60932  0.000
C  21.37494  17.83042  9.15791  0.000
C  20.42336  16.79278  8.96623  0.000
C  20.73524  15.36826  9.43362  0.000
C  21.90261  15.34233  10.35886  0.000
C  21.13829  14.52160  8.24006  0.000
C  19.22355  17.00192  8.27033  0.000
N  18.31945  15.82818  8.15845  -0.002
C  17.54571  15.64188  9.26891  0.000
O  17.32731  16.37570  10.23405  -0.006
C  15.23923  12.68519  9.69382  0.004
C  14.07575  12.43392  9.10884  0.001
C  13.82825  13.39461  8.05362  0.008
C  14.89903  14.26749  7.93324  -0.004
C  15.78384  13.83286  8.90211  0.005
N  16.81550  14.43790  9.54210  -0.011
C  15.78111  11.87330  10.71752  0.000
O  15.83382  10.64535  10.48172  0.001
N  16.10751  12.49988  11.92492  -0.006
C  16.81419  11.54031  12.81413  0.000
C  18.11403  11.21071  12.44882  0.000
C  18.70652  10.20129  13.14510  0.000
C  18.13346  9.62221  14.26055  0.000
C  16.86168  10.08932  14.63167  0.000
C  16.15277  10.97671  13.89981  0.000
C  14.66111  11.20522  14.26363  0.000
C  13.71137  10.71400  13.13245  0.000
C  14.42535  12.56765  14.70682  0.000
C  18.74239  11.78006  11.09400  0.000
C  20.13194  12.32844  11.34482  0.000
C  18.89448  10.66384  10.05282  0.000
H  16.51219  20.04018  5.79318  0.000
H  18.05760  19.45621  5.23468  0.000
H  18.04823  20.84482  6.26832  0.000
H  17.23117  19.59257  8.00909  0.000
H  15.77737  18.12786  6.28303  0.000
H  17.01518  16.97073  6.39989  0.000
H  16.08200  17.43461  7.91157  0.000
H  19.70343  20.14074  7.41738  0.000
H  21.88999  19.84735  8.74509  0.000
H  22.28316  17.58352  9.70925  0.000
H  19.85271  15.04870  10.00989  0.000
H  22.83324  15.62597  9.91771  0.000
H  22.17055  14.35189  10.76978  0.000
H  21.81886  16.06738  11.19613  0.000
H  22.06901  14.98241  7.96806  0.000
H  20.46558  14.60552  7.37213  0.000
H  21.23706  13.45334  8.42982  0.000
H  13.30062  11.70224  9.39752  0.000
H  12.98463  13.21326  7.27425  0.000
H  15.23409  14.91508  7.06374  0.000
H  19.68767  9.82386  12.93308  0.000
H  18.72130  8.90751  14.90164  0.000
H  16.44613  9.73483  15.55390  0.000
H  14.51006  10.50335  15.12428  0.000
H  13.39200  11.56698  12.58456  0.000
H  12.83362  10.26291  13.59763  0.000
H  14.33134  10.12189  12.46904  0.000
H  14.36473  13.31780  13.92320  0.000
H  15.13630  12.78425  15.51010  0.000
H  13.40682  12.59030  15.12189  0.000
H  18.02106  12.54631  10.78392  0.000
H  20.75157  11.58841  11.80768  0.000
H  20.03669  13.19644  12.01057  0.000
H  20.69448  12.61947  10.41533  0.000
H  19.75580  9.93888  10.30248  0.000
H  18.98621  11.01003  9.02514  0.000
H  17.93243  10.13072  10.13055  0.000
C  20.06635  14.28980  14.57061  0.000
C  19.19874  15.38298  14.01246  0.000
O  18.22063  15.11290  13.14792  -0.007
C  19.30635  16.70022  14.38561  0.000
C  18.41039  17.61335  13.64629  0.000
C  18.98226  18.36428  12.51492  0.000
N  17.24876  17.89925  13.86617  0.000
N  16.60382  17.34625  15.01403  -0.001
C  15.44985  16.74400  14.88249  0.000
O  15.02511  16.26405  13.71821  -0.005
C  14.65376  16.46518  16.19893  0.000
C  15.14818  16.87340  17.43947  0.000
C  14.61221  16.44395  18.63253  0.000
C  13.55250  15.54733  18.64394  0.000
C  13.06120  15.12646  17.40330  0.000
C  13.54859  15.64979  16.17371  0.000
H  20.43665  13.65668  13.74882  0.000
H  20.99174  14.69144  15.08794  0.000
H  19.50840  13.54799  15.26060  0.000
H  20.16796  17.18047  14.84976  0.000
H  18.79202  17.90349  11.56389  0.000
H  18.51418  19.35033  12.49302  0.000
H  20.06182  18.54435  12.61499  0.000
H  16.04606  17.51162  17.48412  0.000
H  15.20247  16.68828  19.50644  0.000
H  13.26064  15.17583  19.58849  0.000
H  12.10155  14.57301  17.42118  0.000
H  13.09490  15.28195  15.21519  0.000
Cl  9.24483  18.46039  11.22091  0.000
C  10.74355  17.47169  11.17453  -0.001
C  10.76849  16.20047  11.73611  0.000
C  11.89358  15.42497  11.65829  -0.001
Cl  11.75503  13.90922  12.50432  0.000
C  13.12223  15.93193  11.10503  0.001
O  14.24864  15.32149  11.07351  -0.005
C  13.01803  17.28379  10.57703  -0.001
Cl  14.41669  18.07296  9.97424  0.000
C  11.88722  18.05198  10.60427  0.000
H  9.89138  15.83806  12.25622  0.000
H  11.94422  18.98328  10.12575  0.000

Forces on the atoms, in the same order (eV/Å):
Nd 0.5 0.3 0.2
C 0.5 -0.3 0.1
C 0.8 0.8 1.4
C 1.0 -1.1 -0.6
C -0.3 -2.2 0.1
C 3.2 3.1 0.2
C -1.8 0.0 -0.8
C -0.4 -1.3 0.0
C 0.4 0.0 -0.4
C -0.6 0.5 0.3
C 0.9 0.1 2.2
C -1.1 0.0 -0.9
C -2.2 -0.9 0.5
N -0.9 0.5 2.6
C 0.9 -0.6 -4.1
O 0.1 2.0 2.2
C -1.2 1.1 -2.5
C -2.0 -0.7 0.3
C -0.2 0.6 -2.9
C -1.9 -0.2 -3.6
C 5.3 2.2 5.9
N -1.5 -2.6 -3.2
C 1.1 -0.9 3.9
O 0.1 0.7 0.3
N 0.1 -1.6 -1.0
C -1.4 2.0 -1.9
C 0.0 0.4 -2.1
C 1.2 -1.0 1.1
C -0.3 0.3 1.0
C 1.7 -1.7 1.2
C -1.1 0.7 -0.7
C 1.4 -2.4 -0.8
C 1.0 0.5 1.1
C -1.3 1.2 1.3
C 0.3 -0.8 1.1
C 0.0 1.5 -0.4
C -0.6 -1.4 0.8
H -0.1 0.3 -0.1
H 0.4 -0.4 -1.1
H -0.3 -0.3 0.2
H -0.5 -0.9 0.4
H -1.2 0.5 -0.2
H -0.4 0.4 0.9
H 0.0 -0.2 -0.3
H 0.1 0.3 0.3
H -0.6 -0.1 -0.4
H -0.3 0.4 -0.2
H 0.3 -0.4 -0.4
H 0.7 0.4 -0.9
H -0.7 0.2 0.0
H -0.3 -0.6 -0.1
H 0.8 -0.3 -0.6
H 0.0 0.1 0.5
H 0.3 0.0 0.3
H 0.8 0.3 -0.1
H 1.4 0.8 1.6
H -0.9 -0.6 1.4
H 0.5 0.1 -0.6
H -0.8 0.7 -0.8
H -0.4 -0.4 0.4
H 0.1 0.6 -0.5
H -0.4 0.7 -0.7
H 0.1 -0.4 -0.4
H -0.6 -0.7 -0.2
H 0.6 0.1 -0.1
H -0.2 0.6 -0.2
H 0.1 0.2 0.3
H 0.7 -0.2 -0.3
H 0.4 -0.6 0.5
H 0.4 -0.1 -0.3
H -0.9 -0.1 0.7
H -1.2 1.1 -0.3
H 0.2 0.3 0.0
H 0.5 -0.3 -0.5
C 0.5 -1.2 0.6
C -0.6 1.9 0.6
O 0.5 -1.3 0.5
C 0.2 -1.1 -0.8
C 3.8 -0.5 0.0
C 1.1 1.5 -0.4
N -5.8 -0.4 1.8
N -0.7 0.6 0.4
C 1.4 0.1 -1.0
O -0.3 0.0 1.2
C 1.4 0.2 -1.5
C 1.0 0.7 -0.2
C 0.6 -0.3 -0.3
C 0.9 0.3 -1.5
C -1.5 0.9 0.1
C -1.1 -1.6 0.3
H -0.1 0.2 0.3
H -1.3 -0.3 -0.4
H 0.7 1.4 -0.9
H -0.1 -0.5 0.2
H 0.0 -0.5 -0.5
H -0.1 0.0 -0.2
H -0.1 -0.3 0.0
H -0.5 -0.4 -0.3
H -0.5 0.1 0.4
H -0.8 -0.6 0.7
H 0.9 -0.1 -0.3
H 0.6 0.6 1.0
Cl 0.6 -0.6 0.0
C -0.1 0.8 -0.1
C -0.9 1.3 -0.4
C 1.1 0.5 0.0
Cl 0.6 -0.2 -0.2
C -0.5 0.8 -0.1
O -0.7 -0.3 0.0
C 0.0 -1.1 0.6
Cl 0.7 -0.2 -0.2
C -1.0 -2.0 0.7
H 0.0 -0.1 -0.1
H -0.4 1.2 -0.3